This record from the OMol25 dataset describes one molecule with the formula C20H17NO4S. The level of theory is wB97M-V/def2-TZVPD.

```
! RIJCOSX wB97M-V def2-TZVPD def2/J DEFGRID3
* xyz 0 1
O 1.8750 5.7939 2.2971
C 2.3400 4.7011 2.5063
O 3.0475 4.4368 3.6191
C 2.2081 3.5392 1.6025
C 1.4752 3.6886 0.4254
C 1.3374 2.6265 -0.4442
C 1.9299 1.4014 -0.1529
C 1.7088 0.2351 -1.0786
N 0.3671 -0.2933 -0.9009
C 0.0065 -0.9779 0.2634
C 0.8464 -1.9503 0.8062
C 0.4564 -2.6697 1.9194
C -0.7769 -2.4442 2.5062
C -1.6133 -1.4790 1.9733
C -1.2275 -0.7458 0.8662
S -0.8357 0.3197 -1.9029
O -0.1823 0.6488 -3.1359
O -1.6193 1.3500 -1.2838
C -1.8394 -1.1441 -2.1309
C -3.1913 -1.1136 -1.8539
C -3.9442 -2.2617 -2.0406
C -3.3360 -3.4184 -2.5013
C -1.9786 -3.4335 -2.7841
C -1.2235 -2.2878 -2.5997
C 2.6511 1.2523 1.0258
C 2.7952 2.3124 1.9000
H 3.0974 5.2358 4.1664
H 1.0236 4.6458 0.2145
H 0.7613 2.7314 -1.3513
H 1.7618 0.5537 -2.1216
H 2.4466 -0.5519 -0.9066
H 1.8041 -2.1543 0.3531
H 1.1208 -3.4177 2.3266
H -1.0790 -3.0112 3.3734
H -2.5727 -1.2834 2.4287
H -1.8665 0.0293 0.4792
H -3.6315 -0.1948 -1.4999
H -5.0022 -2.2532 -1.8276
H -3.9232 -4.3131 -2.6445
H -1.5113 -4.3358 -3.1481
H -0.1676 -2.2647 -2.8172
H 3.1039 0.2998 1.2603
H 3.3577 2.1980 2.8133
*
```

HOMO level = -8.71 eV
relative energy (zero: lowest compared OMol25 entry of this formula, charge and spin) = 0.1 kcal per mole
energy = -1526.25309 Ha
LUMO = 0.0140 Ha

Partial charges, Mulliken, in e: -0.589, 0.514, -0.455, 0.450, -1.028, -0.057, 1.145, -2.035, 0.290, -0.083, -0.270, -0.698, -0.503, -0.822, 0.004, 1.488, -0.804, -0.642, 0.094, -0.153, -0.655, -0.387, -0.715, -0.364, -0.473, -0.884, 0.352, 0.437, 0.473, 0.757, 0.499, 0.376, 0.396, 0.403, 0.410, 0.683, 0.448, 0.404, 0.397, 0.399, 0.411, 0.361, 0.428